Computed, not measured: a molecular structure, C29H30HfN3O4S2, with wB97M-V/def2-TZVPD.

Structure (XYZ):
```
69
C29H30HfN3O4S2 (wB97M-V/def2-TZVPD)
Hf 0.75410 1.50136 -0.36808
C -1.24546 4.20455 1.89677
C -1.02227 3.86775 3.21702
C 0.28227 3.78289 3.70748
C 1.35339 4.03185 2.87173
C 1.13120 4.36790 1.53394
C -0.16473 4.45402 1.04846
H -2.25794 4.26849 1.51919
H -1.86288 3.67881 3.87216
H 0.45570 3.54043 4.74860
H 2.36492 3.98466 3.25288
H 1.96915 4.61038 0.89043
H -0.33545 4.75657 0.02202
C -1.55573 -5.06400 -4.95622
C -0.82105 -4.01056 -4.17880
C 0.56024 -4.06276 -4.03345
C 1.24113 -3.08224 -3.32754
C 0.51323 -2.04439 -2.76556
C -0.87367 -1.96133 -2.89704
C -1.52671 -2.95070 -3.59901
S 1.33259 -0.79348 -1.88888
O 2.74107 -1.09592 -1.81886
O 0.65949 -0.68419 -0.52892
N 0.95402 0.64649 -2.40049
C 1.78364 1.39598 -3.35811
C 2.47875 2.48604 -2.54257
O 3.55439 2.93203 -2.77796
O 1.70393 2.85243 -1.47809
H -0.89426 -5.87633 -5.24951
H -1.98735 -4.63269 -5.86079
H -2.37587 -5.47895 -4.36980
H 1.11181 -4.88019 -4.47927
H 2.31548 -3.11418 -3.21226
H -1.41545 -1.13574 -2.45231
H -2.60330 -2.90748 -3.70698
H 1.13746 1.87354 -4.09550
H 2.51091 0.78011 -3.88282
C -3.51025 -0.30118 2.89310
C -2.09980 -0.20437 2.93277
C -1.43960 0.47559 1.95255
C -2.13243 1.09152 0.87736
C -1.42804 1.79870 -0.14689
C -2.16726 2.40810 -1.13668
C -3.57968 2.33574 -1.16696
C -4.24764 1.64441 -0.19729
C -3.54120 1.00169 0.85335
C -4.20996 0.29011 1.88207
H -4.03074 -0.83745 3.67524
H -1.55899 -0.65914 3.75387
H -0.35532 0.58555 2.01544
H -1.66716 2.95722 -1.93063
H -4.12446 2.82820 -1.96194
H -5.32901 1.57942 -0.21396
H -5.29121 0.22829 1.85709
S 2.65591 1.26359 1.36127
C 2.55644 -0.40516 1.86337
N 3.11321 -1.34972 1.13386
C 3.04150 -2.76998 1.47361
C 2.97175 -2.91691 2.98418
C 1.83674 -2.06592 3.53092
N 1.96005 -0.70243 3.00798
H 3.46343 -1.08007 0.22301
H 3.92909 -3.25305 1.07096
H 2.16240 -3.20935 0.99523
H 3.91668 -2.60106 3.42879
H 2.80735 -3.96008 3.24747
H 1.87525 -2.01308 4.61711
H 0.86664 -2.47513 3.23956
H 1.58954 0.07477 3.53237
```

Summary:
Electronic energy   -2432.65592 Eh
Charge   +1
Relative energy (zero: lowest compared OMol25 entry of this formula, charge and spin)   0.00 kJ/mol
Highest occupied orbital energy   -10.71 eV